1.
{
  "formula": "C14H17O",
  "method": "ωB97M-V/def2-TZVPD",
  "multiplicity": 1,
  "homo_energy_ev": [-12.08, -12.08],
  "orbital_gap_ev": [6.5, 6.5],
  "max_force_ev_per_a": 4.2,
  "e_lumo_ev": [-5.593, -5.593],
  "charge": 1,
  "relative_energy_kcal_mol": 69.04,
  "elements": ["C", "C", "C", "C", "C", "C", "C", "C", "C", "C", "C", "C", "C", "C", "O", "H", "H", "H", "H", "H", "H", "H", "H", "H", "H", "H", "H", "H", "H", "H", "H", "H"],
  "xyz": [[-3.6439, -0.8939, -0.8431], [-3.5499, -0.6655, -2.2082], [-2.6317, -0.5500, 0.0359], [-2.3699, -0.1668, -2.6927], [-1.3408, -0.1839, -0.4618], [-1.2728, -0.0609, -1.8831], [-0.4310, 0.1404, 0.5816], [0.1365, 0.1885, 1.6618], [1.1149, 0.4134, -2.1384], [3.5914, 0.6612, -2.2976], [-0.2063, 0.8731, 3.9498], [0.8802, -1.2902, 3.5266], [2.2166, 0.7980, -3.0978], [0.7960, 0.1560, 2.9053], [-0.1203, 0.4234, -2.5755], [-4.4951, -1.4299, -0.5400], [-4.4481, -0.9475, -2.7936], [-2.6925, -0.7327, 1.0677], [-2.0651, 0.1170, -3.7970], [1.3602, 0.4429, -1.1008], [3.9161, 1.5657, -1.6831], [4.3726, 0.5085, -3.0207], [3.4088, -0.0488, -1.5271], [0.4938, 1.3636, 4.6575], [-0.9278, 0.2046, 4.4268], [-0.7009, 1.6080, 3.3114], [-0.0197, -1.8594, 3.1432], [0.7147, -1.2220, 4.6388], [1.8510, -1.9160, 3.2932], [2.2311, 0.1334, -3.9376], [2.0380, 1.7392, -3.5031], [1.7939, 0.6306, 2.9015]],
  "mulliken_charge": [-0.60, -0.57, -0.83, -0.21, 0.96, 0.45, 0.24, -0.77, 0.18, -1.17, -1.39, -1.22, -0.35, 0.34, -0.29, 0.44, 0.37, 0.48, 0.30, 0.16, 0.31, 0.36, 0.38, 0.37, 0.38, 0.42, 0.34, 0.34, 0.29, 0.38, 0.42, 0.50]
}


2.
{
  "formula": "C14H18AuF6N4O6S2",
  "method": "ωB97M-V/def2-TZVPD",
  "multiplicity": 3,
  "homo_energy_ev": [-12.94, -13.23],
  "orbital_gap_ev": [9.1, 6.6],
  "max_force_ev_per_a": 0.3,
  "e_lumo_ev": [-3.815, -6.602],
  "charge": 1,
  "relative_energy_kcal_mol": 3.15,
  "elements": ["Au", "O", "C", "O", "C", "C", "C", "C", "C", "N", "H", "H", "H", "H", "F", "C", "F", "F", "S", "O", "O", "N", "S", "O", "O", "C", "F", "F", "F", "C", "C", "N", "C", "C", "C", "C", "N", "H", "H", "H", "H", "H", "H", "H", "H", "H", "H", "H", "H", "H", "H"],
  "xyz": [[-0.2982, 1.4530, 0.3451], [3.3081, 3.3768, 0.4211], [2.2280, 2.9218, 0.1739], [1.4257, 2.4044, 1.0891], [1.6787, 2.9155, -1.2349], [2.3515, 3.4601, -2.3124], [1.7497, 3.4266, -3.5593], [0.4880, 2.8612, -3.7027], [-0.1409, 2.3289, -2.5937], [0.4759, 2.3715, -1.4126], [3.3235, 3.8992, -2.1320], [2.2532, 3.8450, -4.4202], [-0.0136, 2.8358, -4.6595], [-1.1308, 1.8923, -2.6242], [-4.0012, -1.3606, 2.4071], [-3.1427, -1.2743, 1.4121], [-3.2395, -2.3423, 0.6273], [-1.8970, -1.2254, 1.9035], [-3.4883, 0.2348, 0.3882], [-2.2083, 0.4190, -0.3370], [-4.6184, -0.0922, -0.4005], [-3.7720, 1.4045, 1.3837], [-2.5949, 2.2207, 2.0285], [-1.8128, 2.9662, 1.0118], [-1.7722, 1.4922, 2.9545], [-3.5479, 3.5244, 2.9263], [-4.3487, 2.9419, 3.7967], [-2.6623, 4.2835, 3.5496], [-4.2424, 4.2416, 2.0649], [3.1389, -2.2733, 1.5568], [1.6413, -2.5294, 1.6637], [0.9426, -2.5734, 0.3684], [0.7481, -3.8976, -0.2517], [1.8761, -4.2968, -1.1900], [0.5425, -1.4592, -0.2267], [-0.2803, -1.5446, -1.4737], [0.8870, -0.2664, 0.2332], [3.5632, -2.1676, 2.5546], [3.3597, -1.3616, 0.9995], [3.6487, -3.0980, 1.0624], [1.1538, -1.7732, 2.2828], [1.4471, -3.4825, 2.1513], [-0.2117, -3.9089, -0.7631], [0.6675, -4.6096, 0.5676], [1.9729, -3.6036, -2.0259], [1.6763, -5.2873, -1.5978], [2.8321, -4.3353, -0.6707], [-1.2205, -2.0616, -1.2871], [0.2660, -2.0867, -2.2447], [-0.5051, -0.5500, -1.8395], [1.5034, -0.2601, 1.0365]],
  "mulliken_charge": [1.70, -0.56, 0.45, -0.61, 0.56, -0.70, -0.21, -0.82, -0.15, -0.28, 0.54, 0.44, 0.44, 0.58, -0.23, 0.73, -0.22, -0.20, 0.99, -0.80, -0.61, -0.48, 1.27, -0.84, -0.60, 0.49, -0.18, -0.18, -0.18, -0.96, -1.03, 0.36, -0.74, -0.98, 1.41, -1.39, -0.62, 0.39, 0.27, 0.31, 0.40, 0.50, 0.41, 0.38, 0.25, 0.39, 0.27, 0.32, 0.52, -0.08, 0.28]
}


3.
{
  "formula": "C14H18B2CrN5O27",
  "method": "ωB97M-V/def2-TZVPD",
  "multiplicity": 5,
  "homo_energy_ev": [-5.86, -6.02],
  "orbital_gap_ev": [6.7, 6.9],
  "max_force_ev_per_a": 5.7,
  "e_lumo_ev": [0.865, 0.854],
  "charge": -1,
  "relative_energy_kcal_mol": 18.28,
  "elements": ["Cr", "O", "C", "O", "B", "O", "C", "O", "O", "C", "O", "C", "O", "O", "O", "C", "O", "B", "O", "C", "O", "O", "C", "O", "C", "O", "O", "C", "O", "H", "H", "H", "C", "N", "O", "O", "H", "H", "H", "C", "N", "O", "O", "H", "H", "H", "C", "N", "O", "O", "H", "H", "H", "C", "N", "O", "O", "H", "H", "H", "C", "N", "O", "O", "H", "H", "H"],
  "xyz": [[-13.7598, -7.0811, 5.6632], [-15.0772, -7.8254, 7.6441], [-15.5736, -7.5414, 8.7422], [-15.1309, -7.8191, 9.9029], [-15.9226, -7.0932, 10.9687], [-17.0113, -6.5206, 10.1913], [-16.7845, -6.6632, 8.8838], [-17.5046, -6.2363, 7.9473], [-15.1688, -6.0955, 11.8136], [-15.0815, -6.4152, 13.0238], [-14.3903, -5.7888, 13.8466], [-15.9240, -7.6970, 13.1800], [-16.3720, -8.0369, 12.0010], [-16.1134, -8.4315, 14.1844], [-12.3772, -7.0771, 7.4759], [-11.9069, -7.6164, 8.5152], [-11.6346, -6.9381, 9.6400], [-11.2414, -7.9050, 10.6592], [-11.2347, -9.2265, 9.9410], [-11.6358, -9.1651, 8.7475], [-11.7700, -10.1146, 7.9635], [-9.8848, -7.5572, 11.1829], [-9.9846, -6.9575, 12.3067], [-9.0743, -6.3539, 12.9143], [-11.3974, -7.1705, 12.8454], [-12.0696, -7.8141, 11.8828], [-11.8141, -6.7960, 13.9831], [-12.1193, -4.5143, 3.9354], [-12.7413, -5.5463, 4.6127], [-12.3028, -3.6442, 4.5657], [-11.0333, -4.6035, 3.9048], [-12.5128, -4.2876, 2.9445], [-14.4709, -11.4592, 6.2525], [-13.8613, -10.5042, 5.3096], [-13.4095, -10.8419, 4.2875], [-14.0005, -9.2971, 5.6073], [-13.7923, -12.3115, 6.2199], [-15.4801, -11.7979, 6.0184], [-14.5244, -11.0112, 7.2448], [-9.6431, -9.4955, 4.2243], [-10.4142, -8.4792, 5.0316], [-9.7812, -7.8717, 5.9080], [-11.6160, -8.3493, 4.8271], [-8.7355, -9.0437, 3.8241], [-10.1778, -9.8374, 3.3381], [-9.5162, -10.3118, 4.9354], [-16.6316, -5.2005, 3.5421], [-16.4979, -6.5661, 4.1805], [-15.7973, -6.5961, 5.1840], [-17.0251, -7.5017, 3.5985], [-17.6254, -4.8547, 3.8264], [-16.7009, -5.2266, 2.4547], [-15.8348, -4.5664, 3.9309], [-13.2715, -9.1920, 1.5085], [-13.8770, -7.9308, 2.0498], [-14.2157, -7.0907, 1.1926], [-14.0012, -7.8011, 3.2570], [-12.3294, -9.3304, 2.0390], [-13.2482, -9.1081, 0.4219], [-13.8691, -9.9961, 1.9378], [-14.3014, -2.7661, 7.3657], [-14.5187, -4.0819, 7.9472], [-14.3404, -5.0317, 7.1871], [-14.6801, -4.1213, 9.1584], [-13.2212, -2.7291, 7.2248], [-14.5950, -2.1191, 8.1923], [-14.8373, -2.6754, 6.4209]],
  "mulliken_charge": [0.94, -0.06, 0.40, -0.46, 1.31, -0.60, 0.40, -0.68, -0.42, 0.73, -0.67, 0.49, -0.57, -0.68, -0.24, 0.36, -0.47, 1.07, -0.52, 0.74, -0.69, -0.54, 0.43, -0.67, 0.72, -0.33, -0.61, -1.03, -0.36, 0.22, 0.24, 0.23, -0.79, 0.74, -0.54, -0.18, 0.32, 0.29, 0.20, -0.87, 0.69, -0.48, -0.11, 0.33, 0.19, 0.32, -0.84, 0.88, -0.26, -0.48, 0.34, 0.32, 0.22, -0.58, 0.75, -0.55, -0.27, -0.02, 0.36, 0.27, -0.90, 0.78, -0.14, -0.50, 0.25, 0.40, 0.20]
}


| no. | E_tot (eV) |
| --- | --- |
| 1 | -16829.864 |
| 2 | -74713.324 |
| 3 | -107314.084 |